# 1
A single C6H9N molecule at a distorted geometry. Source: the Open Molecules 2025 dataset; level of theory: ωB97M-V/def2-TZVPD.

XYZ file:
```
16
Properties=species:S:1:pos:R:3:forces:R:3:mulliken_charge:R:1
C 1.410576 0.723489 -0.813118 1.1591 0.7302 -3.3231 -0.764
C 1.677441 -0.129201 0.123521 1.1366 -1.4962 3.6175 0.092
C 0.750968 -1.162851 0.770428 -0.4987 2.8704 -2.6048 -0.663
N -0.497516 -1.418207 0.052110 -0.7168 -1.4590 2.8761 -0.436
C -0.884892 -0.764940 -1.127671 -1.4656 0.4605 -1.9769 -0.533
C -1.387585 -0.171358 -0.105738 0.6012 -1.6703 -1.9363 0.499
C -1.789639 1.037409 0.535542 -0.4517 0.4857 3.2280 -0.852
H 0.528602 0.606168 -1.441724 0.3478 0.7119 0.4401 0.256
H 2.275571 1.224396 -1.307021 -0.8174 0.1866 0.7288 0.288
H 2.671328 -0.078761 0.666945 -0.9638 -0.0137 -0.8520 0.262
H 1.246632 -2.051341 0.887511 1.3745 -2.3405 0.1362 0.410
H 0.476569 -0.847547 1.746378 -0.2083 0.4313 1.0729 0.319
H -0.906231 -0.994584 -2.202016 0.3035 0.2255 0.7101 0.355
H -2.889043 1.253617 0.560323 0.9472 -0.2375 -0.2293 0.318
H -1.235687 1.791614 -0.017113 -0.1601 0.6556 0.4163 0.219
H -1.447101 0.982095 1.671639 -0.5875 0.4594 -2.3036 0.228
```
Forces are in eV/Å.

Summary:
* highest occupied orbital energy: -0.263 Ha
* charge: 0
* relative energy (zero: lowest compared OMol25 entry of this formula, charge and spin): 5.796 eV
* structure (SMILES): C=CCN1C=C1C

# 2
A single C6H9N molecule at a distorted geometry. Source: the Open Molecules 2025 dataset; level of theory: ωB97M-V/def2-TZVPD.

XYZ file:
```
16
Properties=species:S:1:pos:R:3:forces:R:3:mulliken_charge:R:1
C -2.606104 -0.452634 -0.103007 -0.0922 -0.0274 -0.0514 -1.124
C -1.173052 -0.023754 -0.010022 0.1099 0.2770 0.0030 0.791
C -0.707396 1.252187 0.160211 -0.2594 0.0659 0.0613 -0.797
N 0.672810 1.230439 0.164472 0.1463 0.2801 0.3324 -0.017
C 1.103156 -0.047613 0.033702 0.1043 0.6795 0.6832 0.429
C 2.544565 -0.441950 0.095865 0.0661 0.1170 -0.0324 -1.203
C -0.007478 -0.853828 -0.050146 1.1876 0.0548 -1.5801 -0.572
H -3.284584 0.371813 0.141731 0.1288 -0.1067 -0.0543 0.316
H -2.819950 -1.277240 0.585876 0.0728 0.1469 -0.0842 0.299
H -2.860141 -0.804179 -1.109922 0.0616 0.0448 0.1077 0.240
H -1.240833 2.183459 0.274310 0.0009 -0.0522 0.0501 0.381
H 1.268135 2.033631 0.253320 -0.0575 0.0822 0.1575 0.184
H 2.899232 -0.333797 1.129137 0.0321 -0.0358 -0.1874 0.269
H 2.684864 -1.493002 -0.182583 -0.1713 0.2559 0.0205 0.316
H 3.184406 0.172972 -0.545373 -0.0768 -0.0413 0.0461 0.331
H 0.342377 -1.516500 -0.837565 -1.2534 -1.7407 0.5281 0.157
```
Forces are in eV/Å.

Summary:
* highest occupied orbital energy: -0.292 Ha
* charge: 0
* relative energy (zero: lowest compared OMol25 entry of this formula, charge and spin): 1.000 eV
* structure (SMILES): Cc1c[nH]c(C)c1

# 3
A single C6H9N molecule. Source: the Open Molecules 2025 dataset; level of theory: ωB97M-V/def2-TZVPD.

XYZ file:
```
16
Properties=species:S:1:pos:R:3:forces:R:3:mulliken_charge:R:1
C 0.544197 -1.131373 1.671421 0.0821 0.0823 -0.0986 -1.246
C 0.034331 -0.539121 0.377844 -0.2527 0.0216 -0.1992 0.218
C -0.248392 0.900554 -0.020906 0.1170 0.1236 0.1878 0.591
C -1.392357 0.866165 -1.046371 0.2655 -0.6306 -0.0226 -1.222
C 0.893888 1.670956 -0.772534 0.1365 -0.0609 -0.0435 -1.165
C -1.491463 -0.459302 -1.324962 -0.0745 0.1448 -0.1142 -0.244
N -0.634326 -1.267507 -0.469251 0.0901 0.1519 0.3864 -0.007
H 1.095491 -2.069983 1.539199 -0.0785 0.1908 -0.1391 0.378
H 1.163761 -0.450480 2.266070 -0.1319 -0.0298 -0.3814 0.326
H -0.340713 -1.373299 2.282739 0.2210 0.1281 -0.1377 0.308
H -0.433377 1.492967 0.879808 -0.2507 -0.1782 0.0646 0.442
H 0.854736 1.414342 -1.833467 0.1200 -0.0165 0.1552 0.340
H 1.923246 1.537697 -0.408776 -0.3898 -0.2180 0.1845 0.309
H 0.657033 2.735337 -0.691007 -0.0205 -0.2112 -0.0970 0.320
H -2.084091 -1.030019 -2.041839 0.1801 0.2829 0.2253 0.389
H -0.647322 -2.284332 -0.434346 -0.0137 0.2192 0.0296 0.262
```
Forces are in eV/Å.

Summary:
* highest occupied orbital energy: -0.264 Ha
* charge: 0
* relative energy (zero: lowest compared OMol25 entry of this formula, charge and spin): 3.733 eV

# 4
A single C6H9N molecule. Source: the Open Molecules 2025 dataset; level of theory: ωB97M-V/def2-TZVPD.

XYZ file:
```
16
Properties=species:S:1:pos:R:3:forces:R:3:mulliken_charge:R:1
C -0.891284 -1.870544 0.806640 0.4189 -0.1332 -0.0985 -0.702
C -1.029017 -0.768258 -0.136073 -0.1872 0.0230 -0.3090 -0.116
N -1.175585 -0.313243 1.269701 0.5215 -0.1252 0.1103 -0.172
C 0.039250 0.548326 1.231305 0.0825 -0.1268 0.0587 -0.633
C 0.173913 0.180008 -0.253360 -0.0074 -0.0229 0.0301 0.778
C 1.395122 -0.034587 -1.082452 0.1058 -0.1386 0.0539 -0.732
C 0.463976 1.115859 -1.378797 -0.1274 0.1839 -0.0683 -0.803
H 0.160344 -2.025554 1.081159 0.0330 -0.0031 -0.2221 0.191
H -1.805254 -0.659301 1.966060 -0.5801 0.6940 0.3776 0.312
H -1.874206 -0.668407 -0.818345 0.1471 -0.0491 0.0120 0.277
H 0.826481 0.197278 1.909386 -0.1326 0.0400 -0.1479 0.273
H -0.156970 1.614571 1.407235 -0.1279 -0.3076 -0.0176 0.328
H 1.401656 -0.880604 -1.766275 -0.0354 0.1431 0.1316 0.254
H 2.364458 0.192158 -0.645553 -0.1745 -0.0087 -0.0423 0.244
H 0.800233 2.122785 -1.144104 -0.0373 -0.1536 -0.0110 0.252
H -0.163798 1.050333 -2.264569 0.1013 -0.0152 0.1425 0.249
```
Forces are in eV/Å.

Summary:
* highest occupied orbital energy: -0.279 Ha
* charge: 0
* relative energy (zero: lowest compared OMol25 entry of this formula, charge and spin): 5.595 eV

# 5
A single C6H9N molecule at a distorted geometry. Source: the Open Molecules 2025 dataset; level of theory: ωB97M-V/def2-TZVPD.

XYZ file:
```
16
Properties=species:S:1:pos:R:3:forces:R:3:mulliken_charge:R:1
C 1.763619 1.376537 -0.137850 -0.7456 0.1052 0.1361 -0.328
C 0.408035 0.952632 -0.774434 0.1541 0.4245 -0.2169 -0.342
N 1.600082 0.082981 -0.755979 0.4860 -0.5952 -0.3298 -0.424
C 0.919157 -0.902861 0.099057 0.0190 -0.2764 0.2267 -0.528
C -0.406964 -0.150680 -0.006087 0.2514 0.2003 0.1621 0.576
C -1.546772 -0.184049 0.975636 0.1804 0.2420 0.1489 -0.554
C -1.715061 -0.853791 -0.358505 0.1956 0.1446 -0.1725 -0.783
H 1.685406 1.661040 0.906287 0.1937 -0.9542 0.4214 0.232
H 2.664159 1.838059 -0.593651 -1.4173 0.4979 -0.2641 0.271
H -0.003619 1.478688 -1.634016 0.2937 -0.3779 -0.1657 0.329
H 1.344722 -0.960797 1.104122 0.0269 -0.0679 -0.0381 0.289
H 0.983414 -1.876090 -0.395505 -0.3170 0.0141 0.2366 0.294
H -2.101814 0.732924 1.147832 0.0783 -0.0919 -0.0075 0.233
H -1.440313 -0.822382 1.852907 0.0298 0.2066 -0.1734 0.246
H -1.731131 -1.948902 -0.364739 0.2768 0.4154 -0.0768 0.231
H -2.422913 -0.423304 -1.065072 0.2944 0.1129 0.1130 0.257
```
Forces are in eV/Å.

Summary:
* highest occupied orbital energy: -0.322 Ha
* charge: 0
* relative energy (zero: lowest compared OMol25 entry of this formula, charge and spin): 3.917 eV
* structure (SMILES): C1[C@H]2N1CC21CC1

# 6
A single C6H9N molecule at a distorted geometry. Source: the Open Molecules 2025 dataset; level of theory: ωB97M-V/def2-TZVPD.

XYZ file:
```
16
Properties=species:S:1:pos:R:3:forces:R:3:mulliken_charge:R:1
C -0.673189 0.854154 1.513022 -0.0221 0.0141 0.0886 -1.512
C -0.175075 0.722350 0.070672 -0.0472 0.0114 0.0098 0.822
C 0.867445 -0.417235 -0.116565 0.0517 0.0501 -0.0847 -0.814
C 0.133068 -1.697339 -0.538262 -0.2650 0.0505 0.0705 -0.388
C -0.931086 -1.499491 -1.548174 0.5049 -0.1855 -0.0395 -0.499
C 0.352039 1.995316 -0.443151 0.3484 0.8353 -0.3362 -0.041
N 0.778430 2.975599 -0.885782 -0.3915 -0.9074 0.4747 -0.452
H -1.509834 1.556038 1.571815 0.1448 -0.0851 0.0200 0.395
H 0.125572 1.207709 2.171531 -0.0891 -0.0642 -0.0929 0.366
H -1.017429 -0.121356 1.873106 0.0549 0.1451 -0.0693 0.354
H 1.427602 -0.559398 0.816598 -0.0943 0.0416 -0.1685 0.362
H 1.592874 -0.135214 -0.886770 -0.1744 -0.0192 0.0771 0.378
H 0.804961 -2.360720 -1.128643 -0.1114 0.0140 0.0256 0.352
H -0.196524 -2.302034 0.315742 0.0180 0.1098 -0.1291 0.300
H -0.523939 -0.715051 -2.231378 -0.1149 -0.1317 0.0983 0.217
H -1.054916 0.496673 -0.553761 0.1873 0.1210 0.0555 0.159
```
Forces are in eV/Å.

Summary:
* highest occupied orbital energy (spin up / spin down): -0.336 / -0.336 Ha
* charge: 0
* relative energy (zero: lowest compared OMol25 entry of this formula, charge and spin): 4.533 eV